# 1
Entry from the OMol25 dataset: 2 unconnected molecules or ions with the total composition C4H11N2OS (ωB97M-V with the def2-TZVPD basis set).

CARTESIAN COORDINATES (ANGSTROEM)
H -2.72 -0.63 -0.46
H -1.72 1.13 1.52
H 1.35 -0.54 -2.35
O -1.39 -0.82 2.13
C -0.67 -0.76 -0.53
H 1.31 -0.70 1.33
C -2.04 0.06 1.40
C 1.17 0.29 0.91
H -3.15 0.06 1.55
H 2.45 0.23 -1.51
H 2.10 0.84 0.88
N -1.91 -0.14 -0.10
H 0.14 1.16 -0.87
H 0.49 0.83 1.57
N 1.53 -0.21 -1.41
S 3.73 1.62 -2.01
H -0.75 -0.97 -1.61
C 0.55 0.22 -0.47
H -0.47 -1.68 0.03

Calculated values
* LUMO energy: -0.30 eV
* gap between HOMO and LUMO: 2.71 eV
* 2S+1: 1
* total charge: -1
* HOMO level: -3.01 eV

=====

# 2
Entry from the OMol25 dataset: a gas-phase ion, C4H11N2S (charge -1) (ωB97M-V with the def2-TZVPD basis set).

CARTESIAN COORDINATES (ANGSTROEM)
H 0.33 -1.87 -1.83
H 1.16 1.28 -0.16
H -1.85 -1.53 -2.61
H -1.27 1.34 -0.55
H -1.93 -1.48 -0.30
S 2.28 0.48 1.78
H -1.51 0.26 -2.61
H -0.77 0.03 2.01
H 0.73 -0.32 -1.67
C 0.82 0.98 0.86
C -1.33 -0.69 -2.12
C -1.58 0.47 0.05
H -2.44 0.74 0.68
C -0.42 0.05 0.97
H -0.02 -0.92 0.66
H 0.41 1.93 1.23
N -2.05 -0.63 -0.83
N 0.09 -0.94 -2.14

Calculated values
* LUMO energy: 3.81 eV
* gap between HOMO and LUMO: 6.16 eV
* 2S+1: 1
* SMILES: NCNCCC[S-]
* total charge: -1
* HOMO level: -2.35 eV

=====

# 3
Entry from the OMol25 dataset: 2 unconnected molecules or ions with the total composition C4H11N2S (ωB97M-V with the def2-TZVPD basis set).

CARTESIAN COORDINATES (ANGSTROEM)
C -1.62 -1.44 0.26
H 3.45 1.98 0.18
H -0.44 0.73 -1.49
C -1.59 0.12 0.20
H -2.45 -1.94 -0.23
N 2.90 1.32 -0.47
H -2.46 0.52 0.71
N 0.73 0.96 0.82
H 1.79 1.47 -0.17
H -0.72 -1.79 -0.39
H 3.15 1.67 -1.36
H -1.57 -1.64 1.26
S 3.36 -0.41 -0.36
H 3.86 -0.40 -1.66
C -1.47 0.78 -1.24
H -2.15 0.28 -1.87
C -0.32 0.50 0.71
H -1.66 1.79 -1.14

Calculated values
* LUMO energy: -4.01 eV
* gap between HOMO and LUMO: 10.53 eV
* 2S+1: 1
* total charge: +1
* HOMO level: -14.54 eV

=====

# 4
Entry from the OMol25 dataset: 2 unconnected molecules or ions with the total composition C4H11N2S (ωB97M-V with the def2-TZVPD basis set).

CARTESIAN COORDINATES (ANGSTROEM)
H 2.89 0.57 -1.76
H 1.48 -2.43 0.56
N -0.71 0.01 0.85
H -4.79 0.83 -0.03
N 1.48 -1.41 0.42
H 3.94 0.46 -0.42
H -0.61 -0.90 -0.95
C 2.42 -1.01 -0.35
H 2.44 1.11 -0.12
H 2.99 -1.80 -0.94
H -3.89 -0.12 1.03
S -2.69 -0.09 -1.02
C -3.76 0.65 0.25
C -1.17 -0.31 -0.29
H -1.43 0.36 1.47
H 0.25 -0.27 1.18
C 2.94 0.41 -0.73
H -3.31 1.63 0.52

Calculated values
* LUMO energy: -3.90 eV
* gap between HOMO and LUMO: 10.15 eV
* 2S+1: 1
* total charge: +1
* HOMO level: -14.06 eV

=====

# 5
Entry from the OMol25 dataset: 2 unconnected molecules or ions with the total composition C4H11N3 (ωB97M-V with the def2-TZVPD basis set).

CARTESIAN COORDINATES (ANGSTROEM)
H 2.45 1.41 1.42
N -0.24 0.11 -1.17
H -1.80 2.18 -1.64
H -1.93 -1.63 -0.16
H -0.13 0.06 -2.17
C -1.49 0.39 -0.60
N 1.76 0.72 1.13
H 2.00 -2.37 0.66
N 1.64 -1.46 0.40
H 0.26 -0.68 -0.75
C 2.35 -0.48 0.80
H -1.47 -0.71 1.30
C -2.00 -0.66 0.34
H -3.06 -0.49 0.52
H 1.13 1.05 0.41
C -2.19 1.49 -0.91
H 3.44 -0.56 0.88
H -3.18 1.69 -0.52

Calculated values
* LUMO energy: 0.97 eV
* gap between HOMO and LUMO: 9.01 eV
* 2S+1: 1
* SMILES: [H]/N=C/N.C=C(C)N
* total charge: 0
* HOMO level: -8.03 eV

=====

# 6
Entry from the OMol25 dataset: 2 unconnected molecules or ions with the total composition C4H11N3 (ωB97M-V with the def2-TZVPD basis set).

CARTESIAN COORDINATES (ANGSTROEM)
H -0.76 1.06 -3.47
N 1.23 -1.24 3.22
N -3.10 0.22 -0.69
C 1.97 -1.30 2.14
C -1.90 0.21 -1.06
H -1.26 -0.69 -1.10
C 1.67 -0.56 0.99
H 2.75 -2.05 2.14
H 0.22 2.22 -2.61
N -1.18 1.35 -1.37
H 2.04 -0.84 0.02
H 1.07 0.34 1.11
H -3.40 -0.72 -0.45
H 0.44 -0.61 3.27
H 1.70 -1.37 4.12
C -0.28 1.25 -2.52
H 0.55 0.58 -2.30
H -1.79 2.15 -1.45

Calculated values
* LUMO energy (spin up / spin down): -4.48 / -7.93 eV
* gap between HOMO and LUMO (spin up / spin down): 7.53 / 4.07 eV
* 2S+1: 2
* total charge: +1
* HOMO level (spin up / spin down): -12.00 / -12.00 eV

=====

# 7
Entry from the OMol25 dataset: a gas-phase ion, C4H11N3O (charge -1) (ωB97M-V with the def2-TZVPD basis set).

CARTESIAN COORDINATES (ANGSTROEM)
O 1.02 -1.58 1.97
C -0.18 1.53 -1.19
H -0.12 0.26 0.98
H -0.51 1.76 -2.19
N 0.10 -0.53 0.30
H 1.61 -2.43 -1.14
H -1.24 -0.52 -1.34
C -0.18 -0.13 -1.06
H -0.61 1.83 0.98
H -3.08 2.58 -0.08
H -0.72 3.30 -0.06
N -2.39 1.89 -0.14
C 1.01 -1.57 0.73
H 0.86 1.92 -1.30
N 1.83 -2.26 -0.16
H -2.58 1.29 -1.05
H 2.27 -3.03 0.37
H 0.58 -0.42 -1.77
C -0.88 2.24 0.00

Calculated values
* LUMO energy (spin up / spin down): 3.77 / 3.63 eV
* gap between HOMO and LUMO (spin up / spin down): 2.63 / 9.00 eV
* 2S+1: 2
* total charge: -1
* HOMO level (spin up / spin down): 1.14 / -5.37 eV

=====

# 8
Entry from the OMol25 dataset: a molecular structure, C4H11N3O (ωB97M-V with the def2-TZVPD basis set).

CARTESIAN COORDINATES (ANGSTROEM)
O -0.69 -0.04 -1.87
N -1.63 0.67 0.78
H 1.82 -1.54 0.31
H -0.20 -1.78 1.79
C 0.50 0.05 -0.39
H -0.15 0.42 -2.52
H 0.82 -0.38 2.24
C 1.23 1.21 -0.37
H 0.76 2.16 -0.19
H 2.26 1.19 -0.69
H -2.97 1.67 -0.14
N -2.05 1.27 -0.29
H 0.48 -2.07 -0.74
H -0.91 -0.43 2.70
N -0.55 -0.01 0.70
H 1.86 -1.21 -1.42
H -1.62 0.82 -1.28
C 1.21 -1.28 -0.56
C -0.18 -0.70 1.94

Calculated values
* LUMO energy (spin up / spin down): 0.69 / 0.69 eV
* gap between HOMO and LUMO (spin up / spin down): 7.84 / 7.84 eV
* 2S+1: 1
* total charge: 0
* HOMO level (spin up / spin down): -7.15 / -7.15 eV

=====

# 9
Entry from the OMol25 dataset: a single C4H11N3O molecule (ωB97M-V with the def2-TZVPD basis set).

CARTESIAN COORDINATES (ANGSTROEM)
H -2.01 -2.08 0.16
C -0.23 0.12 1.15
N 0.73 0.75 0.41
N -1.38 -0.12 -0.14
H -0.67 0.50 -0.73
N -2.67 0.43 0.15
H -0.09 -0.89 1.54
C 2.99 0.99 -0.38
H 2.57 1.89 -0.83
O 2.08 -1.10 0.36
C 1.91 0.10 0.18
H -2.02 -1.56 -1.53
H -0.79 0.75 1.84
H 3.67 1.28 0.42
H 3.57 0.44 -1.12
H -0.46 -1.88 -0.69
H -3.20 0.51 -0.72
C -1.48 -1.51 -0.59
H -2.53 1.37 0.51

Calculated values
* LUMO energy: 0.60 eV
* gap between HOMO and LUMO: 8.79 eV
* 2S+1: 1
* SMILES: C/C([O-])=N/C[N@@H+](C)N
* total charge: 0
* HOMO level: -8.19 eV

=====

# 10
Entry from the OMol25 dataset: 2 unconnected molecules or ions with the total composition C4H11N3O (ωB97M-V with the def2-TZVPD basis set).

CARTESIAN COORDINATES (ANGSTROEM)
N 1.47 -1.73 -0.17
H 0.89 0.57 -1.52
C -0.98 0.01 -0.78
N 0.43 0.47 -0.60
H -1.80 1.54 0.49
H 1.52 0.80 1.90
H -0.79 -1.31 1.49
H -2.04 -1.23 -1.75
H 0.44 1.35 -0.11
C -2.03 1.03 -0.44
C 1.25 -0.58 0.28
H -2.99 0.52 -0.31
N -1.07 -0.99 -1.57
C 2.11 0.13 1.28
O -0.60 -0.39 1.32
H 0.84 -2.00 -0.92
H 2.58 -0.62 1.91
H 2.90 0.69 0.77
H -2.13 1.74 -1.26

Calculated values
* LUMO energy: 0.47 eV
* gap between HOMO and LUMO: 8.83 eV
* 2S+1: 1
* total charge: 0
* HOMO level: -8.36 eV

=====

# 11
Entry from the OMol25 dataset: 2 unconnected molecules or ions with the total composition C4H11N3O (ωB97M-V with the def2-TZVPD basis set).

CARTESIAN COORDINATES (ANGSTROEM)
H -3.14 -1.24 -1.18
H -1.66 -2.12 -1.84
H 1.12 -0.87 0.86
H 3.37 0.44 0.78
N -1.15 0.28 1.71
N -1.34 -0.57 -0.50
N 1.59 -0.63 -0.02
H -2.96 -0.01 0.67
O 2.41 2.81 0.84
C 2.52 0.54 0.10
H 0.69 1.72 0.81
H 2.16 -1.45 -0.28
C -1.86 -0.08 0.66
H -0.32 -0.43 -0.59
C -2.12 -1.15 -1.59
H -2.13 -0.49 -2.46
H -1.84 0.68 2.37
H 2.89 0.76 -0.94
C 1.77 1.80 0.59

Calculated values
* LUMO energy: 0.87 eV
* gap between HOMO and LUMO: 9.57 eV
* 2S+1: 1
* SMILES: [H]/N=C/NC.NCC=O
* total charge: 0
* HOMO level: -8.70 eV

=====

# 12
Entry from the OMol25 dataset: 2 unconnected molecules or ions with the total composition C4H11N3O (ωB97M-V with the def2-TZVPD basis set).

CARTESIAN COORDINATES (ANGSTROEM)
H 0.14 -2.23 -0.20
N -1.68 0.58 -1.35
O -2.11 -0.73 0.85
H 1.52 0.30 -1.32
C 0.80 -1.74 -0.92
H -2.42 -0.88 1.75
H -1.98 -0.40 -1.26
C 1.25 1.58 1.05
H 0.38 -1.94 -1.91
C 0.80 0.22 0.64
H 0.50 -0.45 1.43
H 2.16 1.49 1.66
H 1.78 -2.19 -0.85
N -1.73 1.24 -0.22
H -0.44 0.42 -1.45
C 0.85 -0.25 -0.65
N -1.78 0.70 0.89
H 1.46 2.21 0.19
H 0.49 2.07 1.66

Calculated values
* LUMO energy: 0.79 eV
* gap between HOMO and LUMO: 9.91 eV
* 2S+1: 1
* SMILES: C/C=C/C.N/N=N\O
* total charge: 0
* HOMO level: -9.12 eV

=====

# 13
Entry from the OMol25 dataset: 2 unconnected molecules or ions with the total composition C4H11N3O2 (ωB97M-V with the def2-TZVPD basis set).

CARTESIAN COORDINATES (ANGSTROEM)
C 0.80 3.29 -0.10
H 1.08 0.08 2.56
N 0.74 -0.05 1.66
H 1.74 3.92 0.20
H 0.87 3.02 -1.13
N -0.70 0.74 0.04
O -1.71 -1.65 -0.44
H -0.22 3.81 0.03
C -0.60 -3.34 -1.63
H -0.66 -2.63 -2.50
H -1.34 -4.20 -1.78
H 1.04 2.77 1.93
H 0.68 -0.89 1.09
H -1.07 1.46 -0.57
C 0.27 1.04 0.82
O -0.01 -2.48 0.65
C -0.78 -2.53 -0.30
N 0.87 2.26 0.99
H 0.37 -3.84 -1.62
H -1.38 -0.78 0.10

Calculated values
* LUMO energy (spin up / spin down): 3.38 / 3.29 eV
* gap between HOMO and LUMO (spin up / spin down): 2.51 / 8.52 eV
* 2S+1: 2
* total charge: -1
* HOMO level (spin up / spin down): 0.87 / -5.23 eV

=====

# 14
Entry from the OMol25 dataset: 2 unconnected molecules or ions with the total composition C4H11N3O2 (ωB97M-V with the def2-TZVPD basis set).

CARTESIAN COORDINATES (ANGSTROEM)
H -1.94 -3.33 -1.91
H -0.12 -0.38 -0.90
H -1.73 -3.48 -0.05
N 1.49 0.48 -0.75
O -0.59 -1.00 -1.44
H 0.30 -0.60 1.09
O -2.11 -0.67 -0.08
N 0.85 1.56 1.29
C 1.44 1.61 0.02
H 2.08 0.40 -1.47
H -0.97 0.82 1.67
N 2.34 2.73 -0.34
H 2.72 2.99 0.51
C -1.61 -1.53 -0.73
H 0.30 0.09 2.60
C 0.09 0.31 1.64
H -3.21 -2.81 -0.85
C -2.15 -2.96 -0.90
H 0.45 2.49 1.74
H 2.38 3.30 -1.16

Calculated values
* LUMO energy: 0.80 eV
* gap between HOMO and LUMO: 9.63 eV
* 2S+1: 1
* SMILES: [H]/N=C(\N)NC.CC(=O)O
* total charge: 0
* HOMO level: -8.84 eV

=====

# 15
Entry from the OMol25 dataset: 2 unconnected molecules or ions with the total composition C4H11N3O2 (ωB97M-V with the def2-TZVPD basis set).

CARTESIAN COORDINATES (ANGSTROEM)
N -1.60 -0.09 0.09
N -2.28 -0.36 -2.12
C -2.72 -0.20 0.99
C 2.48 0.84 0.88
H 1.83 -1.07 0.29
H -2.56 -0.94 -2.89
H -2.96 0.36 -1.93
H -3.66 -0.32 0.44
H -2.84 0.73 1.53
H 1.79 2.15 2.05
O 1.44 1.55 1.37
H -0.82 0.45 0.41
H -2.68 -1.05 1.68
N -0.68 -1.81 -1.16
C -1.53 -0.88 -1.08
C 2.09 -0.13 -0.19
H 2.94 -0.35 -0.81
H -0.56 -2.33 -2.02
O 3.61 1.02 1.27
H 1.22 0.23 -0.74

Calculated values
* LUMO energy: 0.70 eV
* gap between HOMO and LUMO: 9.59 eV
* 2S+1: 1
* SMILES: [H]/N=C(\N)NC.CC(=O)O
* total charge: 0
* HOMO level: -8.89 eV

=====

# 16
Entry from the OMol25 dataset: 2 unconnected molecules or ions with the total composition C4H11N3O2 (ωB97M-V with the def2-TZVPD basis set).

CARTESIAN COORDINATES (ANGSTROEM)
C 0.50 -1.71 -1.18
H -2.39 2.34 1.41
H -2.66 0.31 0.97
O 1.24 -0.64 -1.02
C 1.18 -2.95 -1.66
N -1.83 0.34 0.41
N -1.44 2.21 1.74
C 1.43 1.95 1.02
H 1.86 -2.87 -2.50
C -0.92 1.23 0.88
H 1.10 2.97 1.23
H 0.34 -3.54 -2.04
H 1.81 -3.42 -0.90
H 2.11 2.00 0.17
H 0.67 0.10 -0.47
O -0.67 -1.76 -0.80
H -1.53 -0.54 -0.01
H 1.88 1.45 1.87
H -0.94 3.09 1.77
N 0.31 1.15 0.54

Calculated values
* LUMO energy: 0.82 eV
* gap between HOMO and LUMO: 9.86 eV
* 2S+1: 1
* SMILES: CN=C(N)N.CC(=O)O
* total charge: 0
* HOMO level: -9.04 eV

=====

# 17
Entry from the OMol25 dataset: 2 unconnected molecules or ions with the total composition C4H11N3O2 (ωB97M-V with the def2-TZVPD basis set).

CARTESIAN COORDINATES (ANGSTROEM)
H 0.94 -0.68 -2.70
O -2.75 -1.48 0.62
C -3.16 -0.41 2.80
H -0.64 -2.12 1.77
O -1.41 -2.04 2.25
H 2.07 1.99 0.97
H -3.00 -0.97 3.75
H 0.18 -0.50 -0.88
N 1.79 1.05 -2.22
C 2.00 -0.27 -2.76
H 2.79 -1.01 -2.28
N 0.58 0.27 -0.39
C 1.43 1.01 -0.96
N 2.02 2.03 -0.13
H -4.34 -0.23 2.51
H 2.54 1.71 -2.55
H 1.72 2.78 -0.55
C -2.48 -1.39 1.83
H -2.70 0.56 2.70
H 2.41 -0.29 -3.80

Calculated values
* LUMO energy: 0.77 eV
* gap between HOMO and LUMO: 9.97 eV
* 2S+1: 1
* SMILES: [H]/N=C(/N)NC.CC(=O)O
* total charge: 0
* HOMO level: -9.20 eV

=====

# 18
Entry from the OMol25 dataset: 2 unconnected molecules or ions with the total composition C4H11N3O2 (ωB97M-V with the def2-TZVPD basis set).

CARTESIAN COORDINATES (ANGSTROEM)
H 1.77 -0.81 -0.93
N -0.17 -1.24 0.26
H 0.40 0.08 1.85
H -1.60 1.21 0.90
H 1.25 -1.46 1.77
N 1.77 1.60 -0.14
H 1.24 -0.46 -2.47
C 0.28 -0.99 1.62
O -1.79 -1.10 -1.26
H 2.71 1.30 0.07
H -0.42 -1.41 2.36
C -2.12 0.29 0.64
H -1.23 -1.83 -1.56
N 1.72 -0.09 -1.66
C 1.18 1.07 -1.22
C -1.19 -0.56 -0.17
H -2.42 -0.23 1.55
O 0.18 1.57 -1.77
H 1.46 2.53 0.10
H -3.02 0.53 0.07

Calculated values
* LUMO energy: 0.83 eV
* gap between HOMO and LUMO: 10.21 eV
* 2S+1: 1
* SMILES: C/N=C(\C)O.NC(N)=O
* total charge: 0
* HOMO level: -9.38 eV

=====

# 19
Entry from the OMol25 dataset: 2 unconnected molecules or ions with the total composition C4H11N3O2 (ωB97M-V with the def2-TZVPD basis set).

CARTESIAN COORDINATES (ANGSTROEM)
N 0.23 1.74 1.15
H 1.09 1.44 0.73
H 3.05 -0.13 -3.16
C -0.87 0.95 1.25
H -2.84 -0.69 0.85
H 0.23 -0.82 -0.32
O 0.61 -0.93 -1.22
H 0.18 2.53 1.75
H -1.88 -1.59 -0.13
C 2.53 -0.88 -2.56
C -1.86 -1.19 0.91
H 3.34 -1.50 -2.17
N -0.73 -0.30 0.97
H -2.79 1.53 1.36
N -1.95 1.61 1.93
C 1.67 -0.20 -1.52
H -1.81 -2.02 1.61
O 1.98 0.86 -1.03
H -2.10 1.08 2.77
H 1.90 -1.51 -3.18

Calculated values
* LUMO energy: 0.76 eV
* gap between HOMO and LUMO: 9.78 eV
* 2S+1: 1
* SMILES: CN=C(N)N.CC(=O)O
* total charge: 0
* HOMO level: -9.02 eV

=====

# 20
Entry from the OMol25 dataset: 2 unconnected molecules or ions with the total composition C4H11N3O2 (ωB97M-V with the def2-TZVPD basis set).

CARTESIAN COORDINATES (ANGSTROEM)
C 1.54 0.89 0.40
H 1.76 -0.50 2.42
C 0.74 -0.13 2.29
N 1.43 1.32 -0.92
N 2.65 1.40 1.04
H 0.55 1.07 -1.34
H 0.00 -0.85 2.60
O -0.97 -0.04 -2.00
N 0.53 0.33 0.94
H -3.40 -1.15 -2.66
H -2.22 -2.44 -2.62
O -2.00 -0.59 -0.09
H 2.59 1.60 2.03
H 3.10 2.13 0.54
H 2.23 1.13 -1.51
C -2.72 -1.69 -2.00
H -1.39 -0.14 0.53
H 0.57 0.70 3.00
C -1.75 -0.72 -1.39
H -3.23 -2.30 -1.27

Calculated values
* LUMO energy: 0.88 eV
* gap between HOMO and LUMO: 9.56 eV
* 2S+1: 1
* SMILES: CN=C(N)N.CC(=O)O
* total charge: 0
* HOMO level: -8.69 eV

=====

Computed energy relative to the best compared isomer or geometry (same formula, charge and spin), in the same sequence as the records: 6.928, 0.983, 2.167, 1.148, 1.864, 2.039, 0.301, 5.285, 3.444, 3.702, 1.994, 5.849, 2.242, 3.221, 1.057, 0.304, 3.310, 0.675, 0.744, 0.516 eV.
Computed max |F|, in the same sequence as the records: 2.10, 1.76, 4.57, 3.62, 1.31, 1.56, 4.04, 1.64, 2.24, 0.38, 2.07, 3.59, 4.74, 8.39, 1.10, 1.71, 6.45, 4.11, 2.14, 2.35 eV/Å.